Record 1
A structure of composition C25H48AlBBr12N4O7PS, computed with the ωB97M-V functional and the def2-TZVPD basis.

Geometry as ORCA input:
```
! RIJCOSX wB97M-V def2-TZVPD def2/J DEFGRID3
* xyz -1 1
C 4.93 2.69 -0.25
C 4.22 1.37 -0.80
C 3.29 1.83 -1.98
C 3.46 0.73 0.43
C 2.33 -0.28 0.03
O 1.83 -1.22 1.02
B 1.82 -0.71 2.34
O 2.55 -1.45 3.31
O 1.13 0.42 2.78
O 1.17 0.54 -0.19
Al 0.14 -0.66 -1.15
C -1.27 -1.71 -0.14
C -2.36 -0.81 0.58
C -3.04 0.14 -0.47
C -4.34 0.84 0.07
S -3.98 2.04 1.46
C -2.62 3.00 0.75
N -1.33 3.11 1.09
N -0.84 3.97 0.13
C -1.80 4.32 -0.72
O -3.00 3.73 -0.35
N -0.72 0.04 -2.76
C -0.26 1.13 -3.01
O 0.11 2.21 -3.33
O 1.55 -1.61 -1.87
C 2.75 -1.29 -1.16
P 3.62 -2.76 -0.34
N 2.57 -3.98 -0.07
H 4.10 3.38 0.07
H 5.47 3.21 -1.08
H 5.58 2.48 0.63
H 5.03 0.69 -1.18
H 2.45 1.14 -2.22
H 2.88 2.86 -1.86
H 3.94 1.87 -2.91
H 4.26 0.22 1.05
H 3.09 1.59 1.05
H 2.20 -2.36 3.23
H 1.33 1.21 2.23
H -1.82 -2.40 -0.84
H -0.72 -2.35 0.61
H -3.20 -1.48 0.96
H -1.88 -0.26 1.43
H -3.36 -0.49 -1.35
H -2.26 0.85 -0.83
H -4.71 1.49 -0.77
H -5.10 0.08 0.38
H -1.77 4.97 -1.61
H 3.39 -0.88 -1.98
H 4.20 -2.32 0.90
H 4.65 -3.31 -1.23
H 1.63 -3.70 -0.39
Br 7.32 2.11 3.60
C 8.86 3.11 2.96
C 8.59 3.74 1.62
Br 8.68 2.43 0.18
H 9.70 2.41 2.94
H 9.04 3.87 3.71
H 9.36 4.47 1.38
H 7.61 4.22 1.56
Br -6.66 -1.32 1.53
C -7.46 -2.87 0.66
C -6.41 -3.91 0.34
Br -5.37 -3.40 -1.22
H -7.99 -2.51 -0.21
H -8.18 -3.26 1.38
H -6.88 -4.86 0.07
H -5.71 -4.08 1.15
Br 5.47 3.55 -4.79
C 4.51 3.58 -6.48
C 3.26 4.42 -6.40
Br 1.83 3.48 -5.46
H 4.32 2.54 -6.75
H 5.21 4.01 -7.20
H 2.87 4.61 -7.39
H 3.42 5.36 -5.88
Br -4.57 0.79 6.56
C -5.33 -0.77 5.68
C -4.28 -1.81 5.40
Br -3.19 -1.31 3.86
H -5.84 -0.41 4.79
H -6.08 -1.16 6.38
H -4.74 -2.76 5.12
H -3.60 -1.97 6.23
Br 3.68 -4.92 -1.68
C 3.96 -5.46 -3.57
C 3.84 -6.95 -3.76
Br 5.43 -7.88 -3.13
H 4.94 -5.07 -3.88
H 3.18 -4.94 -4.13
H 3.76 -7.21 -4.81
H 2.99 -7.38 -3.22
Br -8.41 1.42 4.12
C -9.61 1.17 2.61
C -10.83 0.37 3.00
Br -10.42 -1.53 3.17
H -9.03 0.69 1.82
H -9.89 2.17 2.29
H -11.59 0.43 2.23
H -11.26 0.69 3.95
*
```

Results
- LUMO: 0.0552 Ha
- Highest occupied orbital energy: -4.54 eV


Record 2
A cluster of 2 separate species, H3NO4P in total, computed with the ωB97M-V functional and the def2-TZVPD basis.

Geometry as ORCA input:
```
! RIJCOSX wB97M-V def2-TZVPD def2/J DEFGRID3
* xyz -1 1
N 0.66 0.65 -1.16
O -0.86 -1.48 -0.69
O -1.63 1.10 0.87
O 0.86 -0.79 1.19
O 1.63 -1.56 0.19
P 0.35 -0.68 -0.40
H 1.55 0.99 -0.82
H -1.54 0.19 0.54
H -1.02 1.58 0.28
*
```

Results
- Energy relative to the best compared isomer or geometry (same formula, charge and spin): 1.525 eV
- LUMO: 0.1592 Ha
- Highest occupied orbital energy: -4.92 eV


Record 3
A structure of composition C9H14NO2P, computed with the ωB97M-V functional and the def2-TZVPD basis.

Geometry as ORCA input:
```
! RIJCOSX wB97M-V def2-TZVPD def2/J DEFGRID3
* xyz 0 1
C -1.69 -3.44 -0.01
C -0.46 -3.45 -0.79
C -2.17 -2.23 0.51
C 0.25 -2.25 -0.88
C -1.37 -1.03 0.51
C -0.11 -1.09 -0.17
C 1.30 0.87 0.98
C 1.38 2.35 0.79
C 0.64 0.19 -0.18
N 0.07 2.79 0.50
O -0.95 0.16 -2.25
O 0.49 2.19 -2.24
P -0.30 1.30 -1.33
H -2.34 -4.29 0.11
H -0.17 -4.20 -1.50
H -3.14 -2.36 0.85
H 1.22 -2.27 -1.41
H -1.81 -0.09 0.83
H 2.35 0.43 1.17
H 0.51 0.65 1.72
H 1.84 2.95 1.53
H 2.01 2.65 -0.05
H 1.88 0.15 -1.37
H -0.55 0.45 -3.14
H -0.17 3.75 0.15
H -0.45 2.59 1.31
H -1.39 1.83 -0.85
*
```

Results
- Energy relative to the best compared isomer or geometry (same formula, charge and spin): 2.170 eV
- LUMO: 0.0238 Ha
- Highest occupied orbital energy: -8.83 eV


Record 4
A structure of composition C20H32BF16N2O20S4Zr2, computed with the ωB97M-V functional and the def2-TZVPD basis.

Geometry as ORCA input:
```
! RIJCOSX wB97M-V def2-TZVPD def2/J DEFGRID3
* xyz 1 1
Zr 2.83 3.07 0.11
Zr 2.03 0.12 -2.21
N 0.65 -0.33 -0.72
S 0.18 0.59 0.71
O 1.09 1.67 0.64
O -0.32 0.09 1.91
F -1.08 1.21 0.06
S -0.20 -1.63 -0.30
O -1.59 -1.44 -0.42
O 0.37 -2.56 0.59
F 0.06 -2.31 -1.73
N 0.89 0.20 -3.93
S -0.83 0.54 -4.22
O -1.61 -0.62 -4.38
O -1.16 1.74 -4.86
F -1.02 0.83 -2.65
S 1.13 -0.15 -5.50
O 1.31 0.98 -6.33
O 0.61 -1.38 -5.93
F 2.67 -0.59 -5.22
B 2.95 -1.92 -2.49
H 2.90 -1.58 -1.39
H 1.91 -1.88 -2.99
H 3.59 -1.08 -2.98
H 3.41 -2.99 -2.66
O 3.82 2.22 1.74
C 4.53 1.01 1.56
C 3.86 0.07 0.59
O 3.44 0.72 -0.58
H 4.60 0.47 2.52
H 5.57 1.11 1.22
H 2.97 -0.35 1.11
H 4.46 -0.83 0.45
O 1.33 4.47 -0.20
C 0.54 4.47 -1.38
C 0.95 3.42 -2.39
O 1.65 2.33 -1.81
H 0.54 5.43 -1.89
H -0.49 4.36 -1.01
H 1.54 3.85 -3.21
H 0.09 3.09 -2.98
C 3.37 -2.17 4.20
C 2.02 -2.18 3.48
O 1.10 -1.29 4.11
C 0.02 -1.72 4.73
O -0.42 -2.84 4.68
C -0.76 -0.63 5.48
F -0.38 0.59 5.08
F -2.06 -0.77 5.41
F -0.42 -0.72 6.79
H 3.67 -1.16 4.47
H 4.13 -2.53 3.51
H 3.29 -2.79 5.09
H 1.63 -3.20 3.58
H 2.09 -1.97 2.42
C -1.03 5.50 2.77
C -1.20 4.05 3.11
O -0.26 3.47 4.03
C 0.95 3.26 3.60
O 1.32 3.47 2.47
C 1.98 2.90 4.70
F 3.08 3.62 4.51
F 1.50 3.13 5.91
F 2.28 1.59 4.58
H -1.80 5.82 2.08
H -0.12 5.74 2.23
H -1.12 6.11 3.67
H -1.22 3.44 2.20
H -2.20 3.82 3.45
C -3.79 0.09 2.10
C -3.38 1.55 1.94
O -3.72 1.84 0.57
C -3.59 3.09 0.17
O -3.35 4.05 0.82
C -3.79 3.23 -1.37
F -4.57 4.27 -1.60
F -2.60 3.43 -1.99
F -4.32 2.12 -1.88
H -3.32 -0.57 1.37
H -4.87 0.04 1.92
H -3.53 -0.22 3.11
H -2.33 1.70 2.15
H -3.91 2.08 2.74
C -2.72 -7.77 -2.73
C -2.94 -6.97 -4.00
O -1.94 -5.96 -4.11
C -1.75 -5.39 -5.27
O -2.36 -5.60 -6.27
C -0.73 -4.22 -5.19
F -0.35 -4.01 -3.92
F 0.29 -4.32 -6.02
F -1.44 -3.11 -5.48
H -3.27 -8.71 -2.80
H -2.93 -7.24 -1.81
H -1.68 -8.09 -2.70
H -3.96 -6.63 -4.10
H -2.74 -7.68 -4.81
*
```

Results
- Energy relative to the best compared isomer or geometry (same formula, charge and spin): 0.000 eV
- LUMO: -0.2103 Ha
- Highest occupied orbital energy: -12.51 eV


Record 5
A structure of composition C25H26N7O2RuS2, computed with the ωB97M-V functional and the def2-TZVPD basis.

Geometry as ORCA input:
```
! RIJCOSX wB97M-V def2-TZVPD def2/J DEFGRID3
* xyz 3 1
Ru -0.72 0.83 0.25
N 0.40 2.18 1.58
C 1.81 1.86 1.57
C 2.71 2.14 2.56
C 4.08 1.87 2.33
C 4.51 1.39 1.13
C 3.58 1.10 0.09
C 3.92 0.62 -1.19
C 2.93 0.38 -2.10
C 1.59 0.56 -1.74
N 1.23 0.99 -0.54
C 2.22 1.31 0.36
H 0.01 2.24 2.51
H 0.28 3.09 1.14
H 2.39 2.58 3.50
H 4.79 2.09 3.11
H 5.56 1.23 0.94
H 4.96 0.45 -1.44
H 3.16 0.03 -3.10
H 0.80 0.36 -2.45
C 2.61 -4.59 -2.19
C 1.48 -3.61 -2.20
C 0.71 -3.38 -1.06
C -0.38 -2.53 -1.09
C -0.68 -1.87 -2.28
C 0.07 -2.07 -3.44
C 1.14 -2.94 -3.39
S -2.02 -0.78 -2.32
O -3.04 -1.20 -1.41
O -2.33 -0.33 -3.63
N -1.39 0.63 -1.50
C -2.11 1.84 -1.55
C -3.03 2.39 -2.42
C -3.55 3.63 -2.03
C -3.18 4.22 -0.82
C -2.27 3.59 0.00
N -1.73 2.44 -0.41
H 2.92 -4.84 -1.18
H 3.47 -4.21 -2.74
H 2.30 -5.51 -2.68
H 0.95 -3.91 -0.15
H -1.02 -2.42 -0.22
H -0.21 -1.57 -4.36
H 1.71 -3.13 -4.29
H -3.31 1.90 -3.34
H -4.26 4.13 -2.67
H -3.60 5.17 -0.53
H -1.96 4.00 0.95
C 0.26 -1.79 4.08
C -0.74 -0.67 4.42
C -1.68 -0.42 3.29
N -1.38 0.09 2.14
N -2.40 0.19 1.26
C -3.53 -0.33 1.68
N -4.64 -0.42 0.96
S -3.35 -0.89 3.32
H 0.91 -1.96 4.93
H 0.87 -1.52 3.22
H -0.26 -2.73 3.87
H -0.21 0.26 4.65
H -1.32 -0.93 5.31
H -4.56 -0.40 -0.05
H -5.47 -0.84 1.34
*
```

Results
- Energy relative to the best compared isomer or geometry (same formula, charge and spin): 0.611 eV
- LUMO: -0.4264 Ha
- Highest occupied orbital energy: -17.30 eV


Record 6
A structure of composition C43H30Cl2CoF4N8O2SSi, computed with the ωB97M-V functional and the def2-TZVPD basis.

Geometry as ORCA input:
```
! RIJCOSX wB97M-V def2-TZVPD def2/J DEFGRID3
* xyz 1 5
Co 0.09 -0.36 0.10
C -3.63 -2.24 1.75
Si -2.97 -1.41 0.19
C -2.07 -2.67 -0.88
C -4.26 -0.46 -0.80
N -1.69 -0.23 0.69
C -1.99 0.84 1.44
C -3.30 1.16 1.92
C -3.53 2.27 2.69
C -2.48 3.13 3.02
C -1.20 2.88 2.57
C -0.95 1.76 1.80
O 0.28 1.44 1.31
C 1.37 2.22 1.71
C 1.84 3.21 0.86
C 2.93 3.97 1.26
C 3.55 3.73 2.48
C 3.07 2.73 3.31
C 1.97 1.97 2.93
H -4.45 -2.91 1.49
H -4.00 -1.53 2.49
H -2.85 -2.84 2.23
H -2.41 -3.69 -0.67
H -0.99 -2.63 -0.71
H -2.26 -2.48 -1.94
H -4.22 -0.73 -1.85
H -4.12 0.62 -0.73
H -5.27 -0.69 -0.44
H -4.13 0.52 1.66
H -4.53 2.48 3.03
H -2.68 4.01 3.61
H -0.39 3.55 2.82
H 1.34 3.39 -0.08
H 3.28 4.76 0.61
H 4.40 4.33 2.78
H 3.55 2.53 4.26
H 1.55 1.22 3.59
Cl 4.56 1.08 0.02
C 4.05 -0.05 -1.17
C 4.94 -0.42 -2.17
C 4.54 -1.30 -3.16
Cl 5.63 -1.66 -4.43
C 3.25 -1.90 -3.14
C 2.81 -2.84 -4.09
C 1.56 -3.39 -3.96
C 0.78 -3.03 -2.85
N 1.17 -2.15 -1.95
C 2.36 -1.56 -2.10
C 2.72 -0.55 -1.12
O 1.90 -0.14 -0.26
H 5.93 0.01 -2.18
H 3.46 -3.11 -4.92
H 1.18 -4.10 -4.68
H -0.19 -3.48 -2.70
N 2.99 -1.43 2.37
C 2.16 -2.27 1.78
S 0.46 -1.98 1.84
N 2.58 -3.41 1.22
C 3.89 -3.84 0.88
C 4.01 -4.64 -0.25
C 5.26 -5.06 -0.68
C 6.40 -4.67 0.01
C 6.28 -3.92 1.16
C 5.03 -3.52 1.61
H 2.61 -0.56 2.70
H 3.98 -1.44 2.18
H 1.84 -3.95 0.80
H 3.12 -4.94 -0.80
H 5.35 -5.69 -1.56
H 7.38 -4.98 -0.34
H 7.16 -3.65 1.73
H 4.95 -3.02 2.57
F -2.32 2.70 -5.73
C -1.71 3.38 -4.76
C -1.20 4.62 -5.04
F -1.36 5.10 -6.26
C -0.46 5.36 -4.08
C -0.37 4.77 -2.81
C -0.89 3.53 -2.54
F -0.79 3.07 -1.28
C -1.54 2.76 -3.51
C -1.92 1.38 -3.26
C -1.20 0.69 -2.31
N -0.48 0.15 -1.58
C -2.91 0.67 -3.97
N -3.74 0.05 -4.48
F 0.24 5.41 -1.81
C 0.17 6.60 -4.39
C 1.08 7.23 -3.50
N 1.85 7.76 -2.83
C -0.01 7.28 -5.62
N -0.14 7.89 -6.59
*
```

Results
- Energy relative to the best compared isomer or geometry (same formula, charge and spin): 0.328 eV
- LUMO (alpha / beta): -0.1293 / -0.2149 Ha
- Highest occupied orbital energy (alpha / beta): -9.40 / -9.98 eV


Record 7
The molecule C5H8O2, computed with the ωB97M-V functional and the def2-TZVPD basis.

Geometry as ORCA input:
```
! RIJCOSX wB97M-V def2-TZVPD def2/J DEFGRID3
* xyz 0 1
O 1.27 1.89 -1.00
C 1.31 1.32 0.07
C 0.38 0.19 0.45
O 0.59 -0.21 1.79
C -1.09 0.39 0.03
C -1.05 -0.93 -0.77
C 0.46 -1.03 -0.50
H 2.07 1.59 0.84
H 0.14 0.42 2.36
H -1.80 0.43 0.86
H -1.22 1.28 -0.60
H -1.34 -0.84 -1.82
H -1.63 -1.73 -0.31
H 0.82 -1.93 0.00
H 1.08 -0.84 -1.39
*
```

Results
- Energy relative to the best compared isomer or geometry (same formula, charge and spin): 1.370 eV
- LUMO: 0.0253 Ha
- Highest occupied orbital energy: -9.64 eV
- SMILES: O=CC1(O)CCC1


Record 8
The molecule C23H23N3O3, computed with the ωB97M-V functional and the def2-TZVPD basis.

Geometry as ORCA input:
```
! RIJCOSX wB97M-V def2-TZVPD def2/J DEFGRID3
* xyz 0 1
C -0.50 2.14 -4.73
C 0.25 3.31 -4.08
C 0.99 2.88 -2.85
C 2.37 2.76 -2.87
C 3.08 2.33 -1.76
C 2.40 2.02 -0.59
C 1.02 2.14 -0.54
C 0.31 2.54 -1.67
N -1.08 2.67 -1.62
C -2.03 1.94 -0.97
O -3.16 2.36 -0.87
C -1.65 0.60 -0.45
C -0.75 -0.25 -1.11
C -0.51 -1.52 -0.65
C -1.18 -2.04 0.48
N -0.97 -3.32 0.89
C 0.31 -3.98 0.86
C 1.00 -3.86 2.24
C 0.87 -2.46 2.75
C 1.57 -1.42 2.15
C 1.38 -0.11 2.57
C 0.48 0.17 3.58
C -0.21 -0.86 4.19
C -0.01 -2.16 3.78
C -2.11 -1.18 1.12
N -2.82 -1.56 2.29
O -3.34 -0.69 2.96
O -2.86 -2.75 2.60
C -2.33 0.11 0.64
H -1.25 1.74 -4.06
H 0.20 1.34 -4.98
H -0.99 2.46 -5.64
H 0.97 3.71 -4.80
H -0.46 4.10 -3.85
H 2.91 3.01 -3.77
H 4.15 2.25 -1.80
H 2.94 1.71 0.28
H 0.49 1.91 0.37
H -1.47 3.49 -2.08
H -0.25 0.08 -2.01
H 0.16 -2.15 -1.19
H -1.57 -3.60 1.66
H 0.94 -3.53 0.10
H 0.16 -5.03 0.61
H 2.04 -4.15 2.13
H 0.52 -4.55 2.94
H 2.27 -1.63 1.36
H 1.93 0.69 2.10
H 0.32 1.20 3.89
H -0.92 -0.64 4.98
H -0.57 -2.96 4.26
H -3.06 0.73 1.14
*
```

Results
- Energy relative to the best compared isomer or geometry (same formula, charge and spin): 2.968 eV
- LUMO: -0.0128 Ha
- Highest occupied orbital energy: -8.32 eV
- SMILES: CCc1ccccc1NC(=O)c1ccc(NCCc2ccccc2)c([N+](=O)[O-])c1